A cluster of 8 separate species, C41H46ClN3O10 in total in a non-equilibrium geometry, computed with ωB97M-V/def2-TZVPD.

Values from the calculation:
Frontier orbital gap ... 7.596 eV
Energy above the lowest of the compared OMol25 structures with the same formula, charge and spin ... 80.8 kcal/mol
Calculated total energy ... -80715.809 eV
2S+1 ... 1
LUMO energy ... 0.113 eV

Each line ends with the Löwdin charge.
Positions of all 101 atoms, in Å:
C  39.35600  27.29700  3.68400  -0.0007
C  38.34100  27.78800  2.63100  -0.0185
N  39.05200  27.54600  1.23900  -0.0018
C  38.87900  26.37400  0.44500  -0.0177
C  39.55500  26.63400  -0.68500  -0.0163
N  40.32200  27.84900  -0.48500  -0.0367
C  39.88100  28.42500  0.68600  0.0026
C  41.02800  28.59600  -1.62000  0.0261
H  38.99100  27.29100  4.56000  0.0132
H  40.02600  27.88900  3.89600  -0.0184
H  39.93500  26.36400  3.60800  0.1055
H  38.22700  28.77500  2.60100  0.0348
H  37.40300  27.41100  2.58700  0.0688
H  38.35100  25.46800  0.85700  0.1329
H  39.80900  26.06100  -1.58600  0.1329
H  40.28000  29.34100  1.05500  0.0816
H  41.61700  28.09400  -2.31200  0.0653
H  41.79400  29.09300  -0.97800  0.0983
H  40.57100  29.32900  -2.22400  0.0547
Cl  39.62100  31.56900  2.57200  -0.3221
N  35.47900  25.47200  1.87600  0.0495
C  35.81500  24.41200  1.10300  -0.1898
C  35.82100  23.10500  1.54500  -0.0497
C  35.31100  22.82300  2.89000  -0.0668
C  34.88300  23.90800  3.69700  -0.0846
C  34.98900  25.24000  3.17500  -0.0968
H  36.06600  24.49300  0.10400  0.0763
H  36.18700  22.34700  1.00300  0.0504
H  35.15600  21.82000  3.36600  0.1074
H  34.48300  23.41700  4.74800  0.1532
H  34.58700  26.09600  3.68200  0.0864
C  44.55900  24.25100  2.66800  0.0717
C  44.32300  24.18000  1.05600  0.0606
C  42.95600  24.05200  0.63500  -0.4795
C  41.86800  23.99100  1.49300  0.0067
C  42.10700  24.02700  2.97000  0.0072
C  43.42900  24.03500  3.53500  -0.4548
O  43.47700  24.12600  4.79900  0.0440
O  42.67700  23.95100  -0.60500  0.0492
H  45.63800  24.29800  2.88100  0.0886
H  45.17200  24.33300  0.45400  0.0666
H  40.78700  23.98400  0.99900  0.1390
H  41.45500  23.77900  3.75900  0.0756
H  42.62000  23.59500  5.11600  0.1848
H  43.46200  23.60200  -1.08800  0.1419
C  35.36100  32.11400  -4.22800  0.0254
C  36.45600  31.36000  -3.67600  -0.0295
C  37.76100  31.88900  -3.47400  -0.3204
C  37.96800  33.26800  -3.90600  0.0439
C  36.85700  34.00700  -4.45800  -0.0528
C  35.68100  33.47600  -4.63600  -0.3847
O  34.74200  34.26200  -5.19300  0.0446
O  38.75000  31.11700  -2.95900  -0.0204
H  34.40900  31.53800  -4.45800  0.1265
H  36.21900  30.32100  -3.24600  0.1291
H  38.93500  33.69200  -3.99600  0.0837
H  37.04000  34.96200  -4.55500  0.0695
H  35.23800  34.76900  -5.85100  0.1103
H  39.74500  31.49500  -2.98800  0.1517
C  42.23600  32.54500  -2.96600  -0.0178
C  42.53800  33.77200  -3.82300  0.0235
C  42.24800  35.02700  -3.32200  -0.4084
C  41.73200  35.16400  -2.04400  -0.0078
C  41.50500  34.02100  -1.22300  0.0375
C  41.73700  32.71300  -1.76400  -0.3024
O  41.69300  31.50100  -0.97200  -0.0135
O  42.56200  36.18100  -3.93000  0.0102
H  42.51700  31.66600  -3.53100  0.1130
H  43.24100  33.73100  -4.55700  0.0687
H  41.64700  36.22500  -1.65800  0.1423
H  41.18100  34.31300  -0.22800  0.1177
H  41.30400  31.44200  -0.13700  0.0252
H  42.68000  36.05900  -4.98500  0.1934
C  35.34000  29.41800  5.54600  0.0030
C  36.66900  29.90400  4.88400  0.0283
C  37.75800  30.26800  5.79400  -0.3796
C  37.57400  29.92000  7.19500  -0.0720
C  36.47800  29.37400  7.80900  -0.0479
C  35.29200  29.17700  6.93600  -0.2636
O  34.06900  28.61300  7.47500  0.0331
O  38.87400  30.61500  5.27400  0.0021
H  34.51100  29.06500  4.92300  0.0933
H  36.70400  30.36900  3.90800  0.0838
H  38.62500  30.22500  7.75600  0.1565
H  36.49900  29.29800  9.05800  0.1711
H  34.05200  28.73600  8.32200  -0.0261
H  39.06800  30.71700  4.36500  -0.1307
C  43.37300  26.73500  8.69900  0.0192
C  42.49100  26.96000  7.52500  0.0576
C  41.99000  28.28000  7.35900  -0.3878
C  42.08300  29.24800  8.34100  0.0060
C  42.96700  29.06200  9.49600  0.0128
C  43.53300  27.78100  9.55200  -0.3437
O  44.42800  27.64800  10.60900  0.0489
O  41.12900  28.44200  6.42400  0.0887
H  43.92800  25.85300  8.71100  0.0899
H  42.38100  26.26200  6.75500  0.0758
H  41.59100  30.20600  8.40200  0.1034
H  43.19600  29.71900  10.40000  0.1380
H  44.86500  28.35500  10.84800  -0.0018
H  40.52500  29.11600  6.26900  0.0613